(P)
{
  "formula": "C4H9NO3",
  "method": "wB97M-V/def2-TZVPD",
  "homo_energy_ev": -9.19,
  "mol_weight_g_mol": 119.1,
  "orbital_gap_ev": 5.764,
  "species": ["C", "C", "C", "O", "N", "C", "O", "O", "H", "H", "H", "H", "H", "H", "H", "H", "H"],
  "positions_angstrom": [[-0.31, -0.63, 0.73], [0.55, 0.25, 0.00], [0.28, 1.83, 0.74], [0.81, 1.83, 1.87], [0.40, 0.27, -1.42], [0.94, -0.67, -2.04], [2.02, -1.47, -1.58], [-2.63, -0.69, 0.82], [-0.77, -1.39, 0.13], [-1.32, -0.06, 1.19], [0.19, -0.89, 1.66], [1.58, 0.12, 0.34], [0.72, 2.52, -0.01], [-0.81, 1.94, 0.66], [-3.52, -0.42, 1.11], [1.14, -1.71, -1.14], [0.72, -0.84, -3.08]]
}



(Q)
{
  "formula": "C4H9NO3",
  "method": "wB97M-V/def2-TZVPD",
  "homo_energy_ev": -9.38,
  "mol_weight_g_mol": 119.1,
  "smiles": "CC1(C)O[C@]1(O)ON",
  "orbital_gap_ev": 10.069,
  "species": ["C", "C", "C", "O", "C", "O", "O", "N", "H", "H", "H", "H", "H", "H", "H", "H", "H"],
  "positions_angstrom": [[-0.28, 1.17, -1.44], [0.33, 0.56, -0.22], [0.58, 1.46, 0.93], [1.54, -0.51, -0.78], [0.46, -0.91, -0.07], [0.72, -1.42, 1.24], [-0.64, -1.62, -0.79], [-1.64, -2.17, 0.10], [-0.36, 0.45, -2.26], [0.33, 2.00, -1.79], [-1.27, 1.57, -1.19], [0.44, 0.97, 1.90], [1.62, 1.80, 0.93], [-0.09, 2.32, 0.96], [1.58, -1.87, 1.18], [-1.11, -2.46, 0.92], [-2.20, -1.36, 0.37]]
}



(R)
{
  "formula": "C4H9NO3",
  "method": "wB97M-V/def2-TZVPD",
  "homo_energy_ev": -9.39,
  "mol_weight_g_mol": 119.1,
  "orbital_gap_ev": 4.629,
  "species": ["O", "C", "C", "C", "C", "O", "N", "H", "H", "H", "H", "H", "H", "H", "H", "H", "O"],
  "positions_angstrom": [[0.65, 2.02, -0.13], [-0.55, 1.84, 0.18], [-0.74, -0.11, -0.54], [0.09, -0.84, 0.30], [1.23, -0.64, -0.44], [0.64, -1.33, -2.80], [-1.47, 1.00, -0.31], [-1.03, 2.53, 0.91], [-0.96, -0.51, -1.48], [2.04, -0.05, -0.15], [-0.16, -1.16, 1.35], [1.25, -1.01, -1.53], [0.64, 1.13, 2.96], [-0.01, 1.12, 3.12], [-0.57, -2.23, 3.42], [1.12, -1.80, -3.49], [-0.31, -1.50, 2.93]]
}



Each structure's energy above the most stable one, in kcal/mol: (P) 145.0; (Q) 0.0; (R) 223.8.



(P)
{
  "formula": "C4H9NO3",
  "method": "wB97M-V/def2-TZVPD",
  "homo_energy_ev": -9.75,
  "mol_weight_g_mol": 119.1,
  "smiles": "NC(=O)CCC=O.O",
  "orbital_gap_ev": 10.331,
  "species": ["N", "C", "O", "C", "C", "C", "O", "H", "H", "H", "H", "H", "H", "H", "O", "H", "H"],
  "positions_angstrom": [[-0.69, -0.62, -1.93], [-1.39, 0.22, -1.16], [-2.55, 0.55, -1.36], [-0.56, 0.91, -0.06], [-0.53, 0.02, 1.21], [0.62, 0.37, 2.11], [1.78, 0.14, 1.88], [0.30, -0.78, -1.71], [-1.15, -1.33, -2.48], [-1.06, 1.88, 0.12], [0.44, 1.13, -0.41], [-0.50, -1.03, 0.91], [-1.47, 0.15, 1.74], [0.44, 1.04, 2.97], [2.46, -1.09, -0.59], [3.33, -1.50, -0.63], [2.47, -0.47, 0.16]]
}



(Q)
{
  "formula": "C4H9NO3",
  "method": "wB97M-V/def2-TZVPD",
  "homo_energy_ev": -9.34,
  "mol_weight_g_mol": 119.1,
  "smiles": "C[C@@](N)(O)C=O.C=O",
  "orbital_gap_ev": 10.142,
  "species": ["C", "C", "N", "O", "C", "O", "H", "H", "H", "H", "H", "H", "H", "C", "O", "H", "H"],
  "positions_angstrom": [[-0.99, 0.44, -1.28], [-0.53, 0.24, 0.16], [-1.50, 0.83, 1.07], [-0.46, -1.15, 0.43], [0.83, 0.88, 0.47], [1.40, 0.62, 1.50], [-0.25, 0.01, -1.96], [-1.10, 1.50, -1.50], [-1.94, -0.06, -1.42], [-1.76, 1.76, 0.77], [-1.13, 0.87, 2.02], [-0.29, -1.24, 1.38], [1.12, 1.73, -0.17], [1.62, -1.61, -0.36], [1.74, -0.57, -0.97], [1.95, -1.71, 0.69], [1.29, -2.54, -0.84]]
}



Each structure's energy above the most stable one, in kcal/mol: (P) 0.0; (Q) 41.9.



(P)
{
  "formula": "C4H9NO3",
  "method": "wB97M-V/def2-TZVPD",
  "homo_energy_ev": -9.46,
  "mol_weight_g_mol": 119.1,
  "smiles": "C/C=N\\C.O=C(O)O",
  "orbital_gap_ev": 9.856,
  "species": ["C", "C", "N", "C", "H", "H", "H", "H", "H", "H", "H", "O", "C", "O", "O", "H", "H"],
  "positions_angstrom": [[2.07, 0.62, -0.15], [0.88, 0.47, 0.73], [0.01, -0.51, 0.68], [0.29, -1.70, -0.12], [1.84, 0.34, -1.18], [2.40, 1.67, -0.14], [2.88, -0.01, 0.22], [0.72, 1.22, 1.51], [-0.61, -2.33, -0.11], [0.52, -1.46, -1.16], [1.10, -2.27, 0.32], [-0.94, 1.81, -0.27], [-1.54, 0.70, -0.20], [-2.45, 0.48, 0.81], [-2.04, 0.13, -1.32], [-2.38, 1.27, 1.37], [-2.76, -0.44, -1.01]]
}



(Q)
{
  "formula": "C4H9NO3",
  "method": "wB97M-V/def2-TZVPD",
  "homo_energy_ev": -9.75,
  "mol_weight_g_mol": 119.1,
  "smiles": "C=C[C@H](O)C=O.NO",
  "orbital_gap_ev": 10.565,
  "species": ["C", "C", "C", "O", "C", "O", "H", "H", "H", "H", "H", "H", "N", "O", "H", "H", "H"],
  "positions_angstrom": [[0.40, 1.84, 0.64], [0.03, 0.86, 1.44], [0.49, -0.58, 1.28], [1.39, -0.79, 0.24], [-0.80, -1.37, 1.15], [-1.21, -1.83, 0.12], [1.08, 1.68, -0.18], [0.05, 2.85, 0.79], [-0.63, 1.03, 2.28], [1.00, -0.89, 2.20], [0.96, -0.55, -0.62], [-1.37, -1.45, 2.09], [0.24, -0.06, -2.26], [-1.18, -0.11, -2.10], [0.47, -0.70, -3.03], [0.41, 0.89, -2.59], [-1.33, -0.82, -1.45]]
}



(R)
{
  "formula": "C4H9NO3",
  "method": "wB97M-V/def2-TZVPD",
  "homo_energy_ev": -9.42,
  "mol_weight_g_mol": 119.1,
  "smiles": "CON(O)CC(C)=O",
  "orbital_gap_ev": 10.171,
  "species": ["C", "O", "N", "O", "C", "C", "C", "O", "H", "H", "H", "H", "H", "H", "H", "H", "H"],
  "positions_angstrom": [[-1.09, 1.98, 0.46], [-0.38, 1.10, -0.40], [0.96, 0.77, 0.20], [1.87, 0.55, -0.90], [0.81, -0.52, 0.87], [-0.39, -1.33, 0.32], [-0.35, -1.75, -1.12], [-1.28, -1.71, 1.07], [-1.56, 1.40, 1.26], [-0.43, 2.74, 0.89], [-1.86, 2.48, -0.13], [2.44, 1.34, -0.83], [0.60, -0.32, 1.93], [1.72, -1.14, 0.82], [0.66, -1.74, -1.52], [-0.74, -2.77, -1.20], [-0.99, -1.08, -1.71]]
}



Each structure's energy above the most stable one, in kcal/mol: (P) 0.0; (Q) 25.8; (R) 47.4.



(P)
{
  "formula": "C4H9NO3",
  "method": "wB97M-V/def2-TZVPD",
  "homo_energy_ev": -9.25,
  "mol_weight_g_mol": 119.1,
  "orbital_gap_ev": 9.892,
  "species": ["C", "C", "C", "C", "N", "O", "O", "O", "H", "H", "H", "H", "H", "H", "H", "H", "H"],
  "positions_angstrom": [[-0.63, -0.86, -0.26], [0.74, -0.84, 0.23], [1.85, -0.45, -0.68], [-1.05, 0.69, 0.30], [-0.73, 1.66, -0.68], [-1.45, -1.79, 0.39], [0.44, 0.72, 1.23], [-2.10, 0.66, 0.95], [-2.16, -1.24, 0.79], [0.10, 0.49, 2.10], [-0.73, -0.85, -1.35], [0.95, -1.53, 1.04], [-1.57, 2.16, -0.96], [-0.03, 2.31, -0.35], [1.54, 0.36, -1.34], [2.73, -0.16, -0.12], [2.09, -1.32, -1.30]]
}



(Q)
{
  "formula": "C4H9NO3",
  "method": "wB97M-V/def2-TZVPD",
  "homo_energy_ev": -9.30,
  "mol_weight_g_mol": 119.1,
  "smiles": "CN(C=O)CC=O.O",
  "orbital_gap_ev": 9.757,
  "species": ["C", "N", "C", "O", "C", "C", "O", "H", "H", "H", "H", "H", "H", "H", "O", "H", "H"],
  "positions_angstrom": [[0.69, -0.51, -0.86], [0.93, 0.35, 0.32], [1.85, 0.08, 1.41], [2.08, 0.86, 2.31], [0.33, 1.71, 0.19], [-1.22, 1.57, -0.05], [-1.88, 2.52, -0.31], [-0.09, -0.01, -1.39], [1.56, -0.58, -1.43], [0.56, -1.47, -0.52], [2.35, -0.90, 1.37], [0.77, 2.31, -0.68], [0.55, 2.25, 1.17], [-1.77, 0.61, 0.09], [-2.24, -2.60, -0.75], [-2.97, -2.99, -0.32], [-1.52, -3.18, -0.56]]
}



(R)
{
  "formula": "C4H9NO3",
  "method": "wB97M-V/def2-TZVPD",
  "homo_energy_ev": -9.36,
  "mol_weight_g_mol": 119.1,
  "smiles": "C[C@@H](O)[C@H](N)C(=O)O",
  "orbital_gap_ev": 9.788,
  "species": ["C", "C", "O", "C", "N", "C", "O", "O", "H", "H", "H", "H", "H", "H", "H", "H", "H"],
  "positions_angstrom": [[-2.50, -0.44, -0.54], [-1.10, 0.22, -0.45], [-1.13, 1.28, 0.53], [0.07, -0.73, -0.13], [0.09, -1.32, 1.17], [1.43, 0.07, -0.35], [2.51, -0.27, -0.83], [1.36, 1.10, 0.39], [-2.58, -0.99, -1.51], [-2.71, -1.23, 0.15], [-3.36, 0.21, -0.53], [-0.87, 0.68, -1.50], [-1.87, 1.79, 0.14], [-0.08, -1.61, -0.75], [0.25, -0.56, 1.86], [0.82, -1.93, 1.37], [0.50, 1.34, 0.69]]
}



Each structure's energy above the most stable one, in kcal/mol: (P) 32.5; (Q) 13.9; (R) 0.0.